# 1
Here is 9 unconnected molecules or ions with the total composition C3H26NO9S2 from OMol25. Energies are from ωB97M-V/def2-TZVPD.

Structure (XYZ):
```
41
Properties=species:S:1:pos:R:3:forces:R:3:nbo_charge:R:1
N 0.3352 -1.3465 -0.2316 0.387 0.998 -1.457 -0.75
C -1.0008 -0.3717 -0.2127 1.884 -1.638 0.601 -0.01
C -0.6583 0.5437 0.9584 0.602 3.171 -3.469 -0.11
O 0.7851 0.9439 0.7927 -2.245 -2.285 -0.680 -0.79
C -2.2396 -1.3007 -0.1953 0.593 -0.825 0.557 -0.59
S -3.9472 -0.6035 -0.2635 1.060 0.169 -1.016 0.16
S -4.4730 0.0356 1.5390 -0.402 0.439 1.843 -0.12
H 0.3250 -2.1646 0.3392 -1.061 -1.105 0.607 0.43
H 1.2546 -0.9404 0.0715 -1.351 0.754 -0.353 0.46
H 0.5484 -1.6692 -1.1901 -0.264 -0.157 -0.021 0.48
H -0.9918 0.1869 -1.1361 0.527 0.032 -0.307 0.23
H -1.0276 0.2280 1.8733 0.169 -0.917 2.108 0.20
H -1.1960 1.4845 0.7030 0.002 -0.462 0.600 0.22
H 1.0718 1.4831 1.5010 0.288 1.171 1.877 0.52
H -2.2709 -1.9679 -1.0882 0.306 0.728 0.254 0.26
H -2.0768 -2.0379 0.6194 -0.616 0.551 -0.047 0.23
H -4.3378 1.4084 1.6892 0.331 -0.752 -0.845 0.14
H -2.7262 3.7880 -1.6448 0.340 0.792 -0.363 0.48
H -1.2925 3.4606 -1.3338 -1.002 1.991 -1.348 0.47
O -1.8528 4.2304 -1.7328 0.527 -3.039 0.949 -0.93
H 2.3629 0.2897 -2.0153 0.014 1.231 0.617 0.51
H 2.6011 -0.5209 -3.2089 0.082 -0.271 -0.002 0.48
O 2.4418 -0.6264 -2.2618 0.119 -0.941 -0.826 -1.00
H 1.9726 3.4045 3.0889 0.230 4.144 1.083 0.49
H 2.0826 2.0095 3.9047 0.022 1.279 -0.265 0.51
O 1.9616 2.5104 3.0806 -0.348 -5.522 -0.986 -0.98
H 2.0964 -2.5095 -2.5687 -1.056 -0.726 0.363 0.51
H 1.0931 -3.2524 -3.4966 0.130 0.128 1.768 0.50
O 1.2779 -3.0762 -2.5257 0.667 0.410 -2.002 -0.99
H 0.7628 -4.3847 -1.1084 -0.251 -0.622 2.916 0.50
H 0.7103 -4.1437 0.5665 0.277 -0.144 -0.772 0.47
O 0.5596 -4.7633 -0.1667 0.034 0.580 -2.453 -1.00
H 0.4999 -4.1694 2.7345 -1.592 -2.890 2.599 0.49
H 0.7455 -2.5973 2.7250 0.307 -3.638 -1.544 0.49
O 0.8341 -3.5244 2.2039 1.288 6.845 -0.658 -0.96
H -1.4053 4.5588 -0.0414 -1.320 1.940 -3.659 0.48
H -0.2596 4.6505 0.9549 -2.563 -1.090 -0.384 0.47
O -1.1765 4.2253 0.7625 4.021 -0.674 4.760 -0.96
H 2.3703 2.8247 -1.6880 -0.171 -1.265 0.112 0.50
H 2.0920 1.8237 -0.5034 -0.134 0.078 -1.378 0.50
O 2.1480 1.8803 -1.4945 0.170 1.532 1.217 -0.98
```
Positions in Å, forces in eV/Å.

- Charge: +1

# 2
Here is C10H10N2 in the gas phase from OMol25. Energies are from ωB97M-V/def2-TZVPD.

Structure (XYZ):
```
22
Properties=species:S:1:pos:R:3:forces:R:3:nbo_charge:R:1
C 1.4216 2.0491 0.1149 -2.057 -1.223 -1.821 -0.40
N 0.9498 0.7419 -0.4033 -0.385 1.788 0.937 -0.40
C -0.3502 0.4463 -0.0411 -0.069 -2.438 0.625 0.19
C -1.4004 1.1971 0.4859 0.509 -0.210 -0.196 -0.30
C -2.6230 0.5372 0.6936 0.771 2.087 -1.115 -0.18
C -2.8287 -0.7318 0.3378 0.968 -2.140 0.071 -0.25
C -1.7671 -1.5401 -0.1087 0.201 0.944 0.349 -0.17
C -0.5470 -0.9742 -0.1991 0.769 0.794 -0.871 -0.06
C 0.7012 -1.6976 -0.6911 1.133 3.769 2.340 -0.37
C 1.7731 -0.4268 -0.6271 -1.349 -1.148 -1.713 -0.13
C 2.8419 -0.6373 0.2969 -1.956 0.403 -0.957 0.26
N 3.6497 -0.8033 1.0591 2.611 -0.497 2.257 -0.30
H 2.3863 2.2308 -0.2426 1.231 0.862 -1.182 0.21
H 0.5847 2.7381 -0.1680 1.377 -0.044 0.095 0.21
H 1.5359 2.0426 1.1450 -0.145 -0.130 2.343 0.19
H -1.3905 2.2429 0.7675 0.488 0.002 -0.294 0.22
H -3.4568 1.1899 0.8163 -0.624 0.158 0.977 0.21
H -3.7022 -1.1876 0.6518 -2.022 -0.821 -0.118 0.21
H -1.7642 -2.5455 -0.4408 -0.941 -1.054 0.184 0.21
H 1.0490 -2.5572 -0.1640 0.115 -0.324 0.975 0.23
H 0.6902 -1.9824 -1.6646 -0.517 -0.673 -3.086 0.21
H 2.2466 -0.3322 -1.6184 -0.109 -0.105 0.202 0.23
```
Positions in Å, forces in eV/Å.

- Structure (SMILES): CN1c2ccccc2C[C@@H]1C#N
- Charge: 0
- Energy relative to the best compared isomer or geometry (same formula, charge and spin): 56.0 kcal per mole

# 3
Here is C5H9NO in the gas phase from OMol25. Energies are from ωB97M-V/def2-TZVPD.

Structure (XYZ):
```
16
Properties=species:S:1:pos:R:3:forces:R:3:nbo_charge:R:1
C 1.5502 -0.9680 -0.0264 -0.326 -0.058 -0.207 -0.65
C 0.5257 -0.4404 0.9502 0.375 0.543 -0.639 -0.04
N 0.5385 0.9748 1.1718 -0.285 0.245 0.188 -0.64
C -0.6011 1.4282 0.5527 -0.318 1.286 -0.094 0.59
O -1.0578 2.5535 0.4417 0.639 -0.067 0.097 -0.62
C -1.2187 0.2536 0.0018 1.740 -3.952 3.873 -0.20
C -1.3892 -0.0858 -1.3766 -0.358 0.235 -1.793 -0.68
H 1.5408 -0.3936 -0.9556 -0.022 -0.008 0.073 0.22
H 1.3724 -2.0196 -0.2700 -0.022 0.080 0.064 0.22
H 2.5582 -0.8932 0.3940 -0.060 0.019 0.055 0.22
H 0.5194 -1.0164 1.8862 -0.274 -0.011 -0.208 0.20
H 1.0581 1.4813 1.8794 -0.244 -0.166 0.008 0.40
H -1.0431 -0.6883 0.8401 -0.853 1.821 -1.391 0.29
H -0.5098 0.1091 -1.9981 0.078 0.000 -0.096 0.20
H -2.1519 0.6264 -1.7087 -0.053 -0.015 -0.298 0.27
H -1.7672 -1.0808 -1.6140 -0.016 0.049 0.368 0.23
```
Positions in Å, forces in eV/Å.

- Charge: 0
- Energy relative to the best compared isomer or geometry (same formula, charge and spin): 92.9 kcal per mole

# 4
Here is a molecular structure, C3H5NO from OMol25. Energies are from ωB97M-V/def2-TZVPD.

Structure (XYZ):
```
10
Properties=species:S:1:pos:R:3:forces:R:3:nbo_charge:R:1
C 0.0900 -0.1139 1.0143 0.014 -0.224 0.091 -0.12
C -0.0215 -0.7998 -0.3450 -0.056 -0.163 0.075 -0.31
N 0.2077 0.3124 -1.3043 0.052 0.289 0.084 -0.52
C 0.2145 1.4631 -0.6314 0.132 -0.206 0.126 0.23
O 0.0753 1.3035 0.6875 0.007 0.154 -0.036 -0.49
H -0.7483 -0.3052 1.6866 0.110 0.018 -0.104 0.20
H 1.0273 -0.3328 1.5317 -0.107 0.024 -0.083 0.19
H 0.7397 -1.5649 -0.5134 -0.108 0.109 0.035 0.22
H -1.0012 -1.2461 -0.5351 0.119 0.073 0.031 0.21
H -0.5836 1.2838 -1.5909 -0.165 -0.073 -0.219 0.39
```
Positions in Å, forces in eV/Å.

- Charge: 0
- Energy relative to the best compared isomer or geometry (same formula, charge and spin): 83.1 kcal per mole

Max |F| (computed, Eh/bohr): 0.13606 0.08904 0.11280 0.00594
HOMO (computed, eV): -12.5 -8.0 -8.3 -9.5
HOMO-LUMO gap (computed, eV): 9.56 8.75 9.15 10.41